A molecular structure, C31H35ClN2Si2W in a non-equilibrium geometry, computed with ωB97M-V/def2-TZVPD.

* gap between HOMO and LUMO (spin up / spin down): 0.204 / 0.204 hartree
* net charge: +2
* 2S+1: 3
* relative energy (zero: lowest compared OMol25 entry of this formula, charge and spin): 0.0000 eV

CARTESIAN COORDINATES (ANGSTROEM)
1 H -1.46 0.87 -1.77
2 H 2.72 -0.93 -2.09
3 H 5.06 4.52 -3.08
4 H 0.65 1.38 2.15
5 N -1.27 0.61 -0.79
6 C 2.31 1.43 -3.87
7 C 2.89 2.43 -6.45
8 C -1.04 0.12 -5.33
9 Si 0.40 3.73 -3.75
10 H 4.50 2.70 -1.01
11 H 7.38 5.41 -3.14
12 C 5.72 4.24 -3.90
13 H -0.02 0.63 -3.52
14 C 2.21 3.61 -6.76
15 H 0.29 2.65 1.23
16 H -1.62 -0.35 -0.73
17 H 5.18 0.64 -2.16
18 C -0.55 1.03 -4.39
19 C 1.70 -0.61 1.09
20 C 1.88 1.32 -8.33
21 C 2.18 -0.89 -1.15
22 H 3.85 -0.13 -4.19
23 C 7.36 3.67 -6.11
24 H 0.29 -1.99 -1.65
25 H 7.98 3.50 -6.99
26 C 2.14 2.88 -3.51
27 C 0.89 -1.45 -0.92
28 H -3.07 1.11 0.22
29 H 1.25 0.92 -2.13
30 H -0.87 -0.95 -5.17
31 C 5.28 3.34 -4.89
32 H 2.30 4.49 -6.10
33 C -1.36 1.43 1.51
34 H -0.28 -1.68 1.00
35 H -1.72 3.93 -5.69
36 W 0.83 0.74 -0.48
37 C 1.16 2.49 -8.62
38 H 0.82 4.58 -8.11
39 H 1.75 0.42 -8.95
40 C 3.61 0.81 -3.68
41 C 3.98 2.41 -1.93
42 H -0.40 4.98 -3.77
43 H -2.60 2.33 -7.40
44 C 6.08 3.10 -6.02
45 C 2.68 -0.36 0.08
46 Cl 0.03 3.14 -1.50
47 Si 3.71 2.37 -4.71
48 H 1.64 0.95 -4.56
49 C 1.36 3.65 -7.86
50 H 8.84 4.91 -5.10
51 C -0.63 2.41 -4.62
52 C -1.47 2.87 -5.64
53 H -1.74 2.21 2.19
54 H 5.69 2.47 -6.82
55 C 3.01 3.27 -2.44
56 C 0.57 -1.26 0.47
57 C -2.04 1.48 0.17
58 H 2.87 4.24 -1.97
59 C 2.75 1.29 -7.24
60 C 4.35 1.24 -2.54
61 C -1.99 1.97 -6.57
62 H -2.06 2.51 -0.23
63 H 3.65 0.11 0.23
64 H 3.31 0.38 -6.97
65 H 1.85 -0.46 2.16
66 N 0.11 1.65 1.31
67 H -2.11 -0.12 -7.19
68 H 0.42 2.48 -9.43
69 C 7.83 4.48 -5.06
70 C 7.01 4.77 -3.95
71 C -1.74 0.59 -6.44
72 H -1.51 0.46 2.00



6 unconnected molecules or ions with the total composition C31H35F15N2O13 in a non-equilibrium geometry, computed with ωB97M-V/def2-TZVPD.

* gap between HOMO and LUMO: 0.265 hartree
* net charge: 0
* 2S+1: 1
* SMILES string: CC(=O)N(C)c1cccc2c1C(=O)NC2=O.CCOC(=O)C(F)(F)F.CCOC(=O)C(F)(F)F.CCOC(=O)C(F)(F)F.CCOC(=O)C(F)(F)F.CCOC(=O)C(F)(F)F

CARTESIAN COORDINATES (ANGSTROEM)
1 C -1.22 1.19 -7.58
2 O 4.01 4.00 0.30
3 C 5.68 3.53 1.93
4 C -5.71 -0.49 -0.31
5 C -5.47 1.83 -0.90
6 C 8.96 -2.97 7.54
7 O -9.19 -3.96 -4.20
8 H 9.84 -3.60 7.75
9 O 5.38 -1.67 3.49
10 C -1.48 3.00 -0.72
11 O -1.88 2.05 -7.01
12 H -1.43 -1.06 -5.01
13 F 12.41 -0.26 8.92
14 C 10.12 -0.22 8.19
15 H -6.17 5.31 0.80
16 H 6.64 -0.07 5.34
17 H -7.50 3.03 -0.17
18 F 6.52 4.58 1.68
19 C -9.59 -1.72 -3.49
20 H 2.77 4.62 -1.21
21 H -7.96 1.58 -2.02
22 H -0.02 1.67 -5.32
23 F 6.46 2.55 2.47
24 H 9.19 -2.41 6.63
25 C 8.69 -2.05 8.72
26 H -1.17 0.11 -3.69
27 C -5.02 -1.96 -0.56
28 O -0.30 0.39 -6.95
29 H -3.84 -1.86 -0.47
30 F -2.31 1.49 -9.71
31 H 3.94 3.40 -1.71
32 N -1.41 1.52 -1.09
33 F -8.26 -1.44 -3.60
34 C -0.15 0.60 -5.53
35 H -8.94 -5.97 -4.53
36 H -9.31 -5.89 -6.98
37 C -3.06 3.31 -0.45
38 H 7.48 -0.04 3.80
39 H 8.10 -3.62 7.35
40 O -11.00 -2.90 -5.11
41 F 4.84 3.94 2.92
42 O 5.17 2.04 0.05
43 F 11.12 1.27 9.78
44 F -1.37 -0.44 -9.34
45 C 3.26 3.70 -0.90
46 F 6.29 -4.26 3.71
47 H 1.61 2.45 -1.52
48 O 9.85 -1.26 9.03
49 O 4.85 -1.84 5.72
50 O 9.43 0.06 7.21
51 F 4.11 -4.30 3.63
52 C -3.81 1.96 -1.00
53 C -9.51 -5.14 -4.96
54 O -5.96 -0.11 0.95
55 C -9.12 -4.97 -6.42
56 H -5.31 -2.48 -1.57
57 C -6.31 3.08 -0.25
58 H 7.83 -1.40 8.53
59 H -10.57 -5.39 -4.85
60 H 8.46 -2.65 9.60
61 F 5.13 -4.61 5.53
62 H 2.67 1.69 -0.32
63 C -1.26 0.89 -9.08
64 H -8.07 -4.71 -6.51
65 H -9.69 -4.16 -6.89
66 F -0.13 1.32 -9.72
67 C 4.94 3.08 0.67
68 C -5.51 4.44 0.31
69 F -10.25 -0.56 -3.79
70 C 5.16 -3.87 4.38
71 H -2.26 0.49 -5.03
72 C 2.21 2.63 -0.63
73 H -7.88 -0.31 -2.24
74 C -2.72 0.89 -1.61
75 H 4.42 0.08 4.11
76 F 11.79 1.45 7.72
77 H 6.57 1.39 4.34
78 C 5.11 -2.37 4.64
79 H 0.78 0.10 -5.23
80 H 5.30 0.17 2.59
81 H -3.25 5.52 0.59
82 C 5.34 -0.23 3.61
83 F -9.83 -1.96 -2.17
84 C 6.58 0.29 4.31
85 H -8.13 0.47 -0.48
86 C -1.32 0.00 -4.77
87 H -1.10 0.86 -0.35
88 C -10.02 -2.89 -4.37
89 O -0.38 3.76 -0.70
90 N -6.06 0.52 -1.41
91 C -3.85 4.59 0.21
92 C -7.56 0.57 -1.52
93 H 1.56 2.94 0.19
94 C 11.35 0.55 8.65
95 H -5.36 -2.64 0.35
96 O -2.91 -0.21 -2.33